{"formula": "C53H115BNO4P", "method": "ωB97M-V/def2-TZVPD", "symbols": ["C", "C", "O", "P", "O", "C", "C", "B", "C", "C", "C", "C", "N", "C", "C", "C", "C", "C", "C", "C", "O", "O", "C", "C", "H", "H", "H", "H", "H", "H", "H", "H", "H", "H", "H", "H", "H", "H", "H", "H", "H", "H", "H", "H", "H", "H", "H", "H", "H", "H", "H", "H", "H", "H", "H", "C", "C", "C", "C", "C", "C", "H", "H", "H", "H", "H", "H", "H", "H", "H", "H", "H", "H", "H", "H", "C", "C", "C", "C", "C", "C", "H", "H", "H", "H", "H", "H", "H", "H", "H", "H", "H", "H", "H", "H", "C", "C", "C", "C", "C", "C", "H", "H", "H", "H", "H", "H", "H", "H", "H", "H", "H", "H", "H", "H", "C", "C", "C", "C", "C", "C", "H", "H", "H", "H", "H", "H", "H", "H", "H", "H", "H", "H", "H", "H", "C", "C", "C", "C", "C", "C", "H", "H", "H", "H", "H", "H", "H", "H", "H", "H", "H", "H", "H", "H", "C", "C", "C", "C", "C", "C", "H", "H", "H", "H", "H", "H", "H", "H", "H", "H", "H", "H", "H", "H"], "positions_angstrom": [[-3.480972, 1.527063, 6.375558], [-2.306591, 0.602157, 6.773340], [-1.268110, 0.830679, 5.799050], [-0.009878, -0.167976, 5.911349], [1.078686, 0.452589, 5.141720], [-0.530244, -1.762738, 5.156743], [0.522980, -2.316590, 4.157966], [-0.109473, -2.732904, 2.757416], [0.027679, -1.816252, 1.461201], [0.369044, -0.335390, 1.761626], [-0.791556, 0.486428, 2.361220], [-1.860816, 0.922626, 1.300117], [-3.129848, 0.280221, 1.722231], [-3.387792, -1.057257, 1.858757], [-4.672363, -1.203766, 2.320544], [-5.221633, 0.124806, 2.437968], [-4.229236, 0.997619, 2.045015], [-0.884896, -4.121898, 2.568659], [-2.140244, -4.095387, 3.499336], [-3.005838, -5.481137, 3.472044], [-2.081064, -4.881383, 4.611434], [0.522659, -0.358246, 7.425740], [1.414582, -1.470623, 7.616617], [2.831739, -1.252696, 7.075552], [-3.276406, 2.565611, 6.669449], [-4.438724, 1.191674, 6.782900], [-3.482653, 1.547413, 5.274652], [-1.983071, 0.940666, 7.767858], [-2.668702, -0.434896, 6.806920], [-1.536271, -1.682676, 4.721071], [-0.634644, -2.513658, 5.955745], [0.985186, -3.231919, 4.568595], [1.351962, -1.629415, 3.950458], [-0.842760, -1.913645, 0.797432], [0.896682, -2.239665, 0.915544], [0.607932, 0.134856, 0.787509], [1.285857, -0.225157, 2.353769], [-0.341842, 1.400136, 2.776583], [-1.255469, -0.049302, 3.195662], [-1.997033, 2.001691, 1.408472], [-1.519482, 0.628663, 0.302421], [-2.767390, -1.923026, 1.666947], [-5.164232, -2.142804, 2.549543], [-6.217132, 0.379979, 2.783309], [-4.296520, 2.078761, 2.001177], [-0.315702, -5.003998, 2.878341], [-1.336208, -4.197041, 1.571132], [-2.713518, -3.159953, 3.560950], [-3.531935, -6.026167, 4.270958], [-3.923893, -4.813556, 3.292178], [1.031921, -2.428373, 7.238069], [1.511356, -1.595996, 8.703667], [3.342583, -0.403715, 7.542817], [2.864412, -1.191559, 5.982602], [3.420789, -2.145880, 7.345594], [-6.223587, 3.575174, 8.357131], [-6.987412, 3.672766, 7.039959], [-6.485604, 4.794628, 6.132083], [-6.626724, 6.205890, 6.705247], [-8.048881, 6.609666, 7.090885], [-9.011878, 6.634429, 5.908083], [-6.332441, 4.479817, 8.957135], [-6.599724, 2.739544, 8.950434], [-5.159910, 3.408180, 8.175397], [-8.054686, 3.795513, 7.244298], [-6.885820, 2.723525, 6.505858], [-7.013735, 4.735133, 5.175743], [-5.429662, 4.618233, 5.900977], [-6.243327, 6.917550, 5.966865], [-5.980460, 6.309466, 7.581901], [-8.015792, 7.609045, 7.533601], [-8.437917, 5.944824, 7.867109], [-8.664815, 7.327123, 5.138326], [-10.002509, 6.960052, 6.229927], [-9.122487, 5.647411, 5.455871], [1.530635, -1.994709, -1.981755], [2.009885, -2.906888, -3.105704], [2.169666, -4.363141, -2.673509], [3.211243, -4.602604, -1.579259], [4.623383, -4.124574, -1.914054], [5.233934, -4.838466, -3.115963], [2.245915, -1.959306, -1.157534], [1.402011, -0.974422, -2.349489], [0.568909, -2.334466, -1.590423], [2.950519, -2.523482, -3.512210], [1.284229, -2.864430, -3.922905], [2.418611, -4.965147, -3.552351], [1.202900, -4.737188, -2.320471], [3.241212, -5.674995, -1.360604], [2.885182, -4.118903, -0.652883], [5.262373, -4.299313, -1.043887], [4.630716, -3.044393, -2.086057], [5.277295, -5.916660, -2.947420], [6.251530, -4.485599, -3.292179], [4.661847, -4.657102, -4.027598], [3.373834, 7.091521, 4.115047], [3.149485, 6.331442, 5.418834], [3.417321, 4.831802, 5.298922], [2.510640, 4.085753, 4.318674], [1.014834, 4.201836, 4.603059], [0.611082, 3.607092, 5.946784], [2.695871, 6.754601, 3.329370], [3.200626, 8.159181, 4.262752], [4.399751, 6.963681, 3.762749], [2.130862, 6.509059, 5.775049], [3.816283, 6.743092, 6.181813], [3.330523, 4.379256, 6.291087], [4.457812, 4.681045, 4.992216], [2.790545, 3.027657, 4.326031], [2.705778, 4.439137, 3.300933], [0.471167, 3.675284, 3.812281], [0.694051, 5.247181, 4.550289], [0.882938, 2.553861, 5.996446], [-0.469983, 3.683535, 6.085156], [1.087010, 4.128347, 6.781069], [-5.946903, 0.118945, -4.798036], [-4.760872, -0.840693, -4.781834], [-4.863423, -1.910582, -3.695575], [-4.883062, -1.379201, -2.260953], [-3.678786, -0.526372, -1.870086], [-2.358120, -1.289310, -1.923951], [-6.024227, 0.681727, -3.866469], [-5.840476, 0.840733, -5.609783], [-6.882536, -0.422982, -4.951455], [-3.832481, -0.272880, -4.671253], [-4.700824, -1.338051, -5.753783], [-4.031406, -2.611596, -3.813530], [-5.772941, -2.497294, -3.860273], [-4.950552, -2.232167, -1.577637], [-5.794640, -0.796561, -2.100047], [-3.819367, -0.169770, -0.845442], [-3.617203, 0.363034, -2.503992], [-2.382932, -2.158425, -1.260809], [-1.534825, -0.646013, -1.604366], [-2.131386, -1.633843, -2.934798], [4.919044, -0.402226, -7.251778], [4.871720, 0.691197, -6.188871], [3.923434, 0.369844, -5.035112], [2.452294, 0.219683, -5.426292], [1.836177, 1.432784, -6.120708], [1.819473, 2.684020, -5.248216], [3.947490, -0.545333, -7.727784], [5.632967, -0.139522, -8.034780], [5.233379, -1.353594, -6.815886], [4.598385, 1.642492, -6.654030], [5.877815, 0.827720, -5.783116], [4.020019, 1.149120, -4.273125], [4.251150, -0.558777, -4.555048], [1.877033, -0.001409, -4.520880], [2.335433, -0.654327, -6.074312], [0.806603, 1.187032, -6.395950], [2.360144, 1.644759, -7.056868], [1.261969, 2.507442, -4.325536], [1.340637, 3.510482, -5.776129], [2.827953, 3.005492, -4.982720], [6.414815, -4.755509, -9.433612], [6.911138, -3.394189, -9.911408], [5.836467, -2.574930, -10.624181], [5.287698, -3.197208, -11.909351], [6.333608, -3.499924, -12.981111], [7.049810, -2.255074, -13.495291], [6.098610, -5.385692, -10.266334], [7.208954, -5.285083, -8.904381], [5.572063, -4.642505, -8.747999], [7.780985, -3.529140, -10.560496], [7.261474, -2.826736, -9.044656], [6.241135, -1.582450, -10.844614], [5.001673, -2.410247, -9.934870], [4.536836, -2.518721, -12.327312], [4.752804, -4.120452, -11.667554], [5.833899, -3.986639, -13.823364], [7.068495, -4.217687, -12.606158], [6.337247, -1.541995, -13.915567], [7.760269, -2.520867, -14.279924], [7.608898, -1.754074, -12.703262]], "forces_ev_per_angstrom": [[0.799, -0.022, -0.614], [-1.532, 1.396, 0.313], [0.243, -1.328, 1.721], [1.424, 0.977, -1.700], [0.110, -0.180, -0.530], [0.087, -0.552, 0.898], [0.364, -0.633, -0.680], [-0.015, -0.095, -0.645], [0.458, 0.412, 1.131], [-0.303, 0.205, -1.122], [1.043, 0.487, -0.479], [0.196, -1.185, 2.019], [1.062, 0.494, -1.421], [-0.681, -0.592, 0.415], [-0.535, 1.060, 0.124], [0.113, -0.763, 0.057], [-1.250, -0.210, 0.481], [-1.500, 1.062, 0.900], [2.820, -2.705, -0.240], [-1.277, 1.297, 0.071], [-0.972, 2.614, -0.188], [-1.497, -0.551, -0.540], [1.243, -0.265, 0.799], [0.144, -0.530, -0.066], [-0.085, -0.315, 0.163], [0.175, 0.080, -0.118], [-0.488, -0.191, 0.271], [0.290, -0.545, -0.224], [0.439, 0.072, -0.134], [0.257, 0.388, 0.126], [-0.201, 0.251, -0.167], [-0.198, 0.291, 0.119], [-0.355, 0.160, 0.384], [0.275, 0.010, -0.015], [-0.344, -0.106, 0.064], [0.064, -0.011, 0.319], [-0.359, -0.185, 0.099], [-0.160, -0.288, 0.099], [-0.077, 0.215, -0.231], [-0.149, -0.243, -0.449], [-0.465, 0.127, 0.040], [0.552, 0.745, -0.269], [0.080, 0.196, -0.103], [0.239, 0.027, -0.117], [0.396, -0.233, -0.089], [-0.164, 0.052, -0.301], [0.596, -0.256, -0.036], [-0.164, -0.452, -0.035], [0.404, -1.392, -1.008], [0.123, 0.016, 1.133], [-0.286, 0.412, -0.118], [-0.314, 0.142, -0.240], [-0.325, 0.012, -0.265], [-0.062, 0.301, 0.285], [-0.236, 0.189, 0.016], [-0.155, -0.080, -0.011], [0.145, -0.002, 0.028], [-0.077, -0.012, -0.095], [0.065, -0.017, 0.095], [0.011, 0.085, -0.121], [-0.070, -0.026, 0.125], [0.031, -0.003, -0.002], [0.060, 0.019, 0.042], [0.007, 0.049, 0.035], [0.003, 0.015, -0.035], [-0.043, 0.013, -0.018], [0.012, 0.020, 0.005], [-0.005, -0.015, 0.015], [-0.023, 0.007, 0.009], [0.004, -0.012, -0.016], [0.006, -0.034, 0.042], [0.035, -0.007, 0.004], [0.006, -0.038, -0.020], [-0.003, 0.001, -0.056], [0.008, 0.020, -0.024], [0.057, 0.068, -0.127], [-0.101, 0.004, 0.068], [0.038, -0.051, -0.094], [-0.047, 0.060, 0.074], [0.027, -0.137, -0.003], [0.054, 0.136, 0.013], [-0.019, 0.006, 0.011], [-0.029, 0.011, 0.072], [0.019, 0.002, 0.034], [0.000, -0.033, -0.017], [0.043, 0.001, -0.028], [0.008, -0.011, 0.024], [-0.001, 0.023, -0.003], [0.025, 0.010, -0.001], [-0.013, -0.006, -0.014], [-0.018, 0.051, 0.006], [-0.032, -0.002, 0.019], [-0.031, 0.002, -0.032], [-0.004, -0.045, -0.032], [0.002, -0.032, 0.002], [-0.091, 0.082, 0.113], [0.113, -0.003, -0.082], [-0.043, -0.028, 0.102], [0.057, 0.008, -0.134], [-0.004, -0.097, 0.058], [-0.084, 0.137, 0.100], [0.031, -0.009, -0.015], [0.026, -0.001, -0.057], [-0.022, -0.024, -0.039], [0.005, -0.039, 0.010], [-0.038, -0.007, 0.026], [-0.008, -0.020, -0.023], [-0.004, 0.023, -0.001], [-0.064, -0.005, 0.024], [0.019, 0.015, 0.018], [0.014, 0.018, -0.005], [0.039, 0.008, -0.040], [0.049, 0.080, -0.022], [0.009, -0.026, 0.042], [-0.008, 0.034, -0.025], [0.134, 0.054, -0.072], [-0.138, -0.023, -0.003], [0.116, -0.045, -0.008], [-0.110, 0.050, -0.004], [0.089, -0.124, 0.154], [-0.006, 0.178, -0.056], [-0.032, -0.015, 0.000], [-0.058, 0.009, 0.019], [-0.010, 0.016, 0.046], [0.009, -0.032, 0.017], [0.048, 0.003, 0.011], [-0.014, -0.002, 0.019], [0.001, 0.016, -0.012], [0.019, 0.027, 0.022], [0.004, -0.015, 0.000], [-0.106, 0.046, -0.044], [-0.016, -0.012, -0.007], [-0.011, -0.024, -0.039], [0.058, -0.075, -0.029], [0.040, -0.040, 0.031], [0.065, 0.141, -0.054], [0.021, -0.147, 0.007], [-0.002, 0.119, 0.075], [0.014, -0.108, -0.075], [-0.066, 0.022, 0.134], [0.003, 0.035, -0.142], [0.009, -0.037, 0.005], [-0.016, -0.069, -0.021], [-0.047, -0.018, -0.016], [-0.017, 0.003, 0.034], [-0.018, 0.044, 0.003], [-0.020, -0.017, 0.005], [0.009, 0.001, -0.016], [-0.017, 0.011, -0.019], [0.010, -0.006, 0.023], [0.031, -0.017, -0.043], [0.012, -0.034, 0.005], [0.041, 0.002, 0.016], [0.003, 0.019, 0.054], [-0.016, -0.003, 0.030], [0.157, 0.019, -0.009], [-0.113, -0.047, 0.071], [0.058, 0.109, -0.026], [-0.032, -0.104, 0.051], [-0.066, 0.114, -0.070], [0.084, -0.119, -0.015], [-0.030, -0.002, 0.019], [-0.050, -0.035, 0.012], [-0.025, -0.021, -0.035], [-0.013, 0.031, -0.013], [0.026, 0.021, -0.035], [-0.025, -0.003, -0.009], [0.017, -0.005, 0.011], [0.018, -0.006, -0.018], [0.003, 0.015, 0.013], [0.017, -0.041, 0.032], [-0.026, -0.005, 0.026], [0.012, 0.022, 0.036], [-0.003, 0.056, -0.003], [-0.020, 0.023, -0.013]], "total_energy_ev": -76469.6485, "smiles": "CCOP(=O)(CCB(CCCCn1cccc1)C[C@H]1CO1)OCC.CCCCCC.CCCCCC.CCCCCC.CCCCCC.CCCCCC.CCCCCC", "homo_ev": -8.49, "charge": 0, "mol_weight_g_mol": 872.3, "lumo_ev": 0.2}